1.
Density functional theory data (ωB97M-V with the def2-TZVPD basis set) for a 2-piece molecular cluster, CHF3O3S overall.

Geometry as XYZ:
```
9
Properties=species:S:1:pos:R:3:forces:R:3:lowdin_charge:R:1
C -0.323 2.784 -0.364 -1.7 1.4 -0.7 -0.880
H 0.057 -1.012 0.182 -0.3 0.9 -0.9 0.146
F -1.391 2.899 0.475 -0.2 -0.1 0.3 0.094
O 0.277 -0.686 -2.115 0.5 0.3 0.0 -0.248
F 0.294 3.980 -0.313 0.4 0.0 0.1 0.132
O -1.868 -0.284 -0.907 -0.2 0.3 0.3 -0.247
S -0.466 -0.361 -0.965 0.9 1.2 1.4 0.929
O 0.440 1.807 -0.111 0.7 -3.7 -0.3 -0.002
F -0.892 2.722 -1.610 0.0 -0.2 -0.3 0.077
```
Positions in Å, forces in eV/Å.

Computed properties:
M	150.08	u
E_HOMO (alpha / beta)	-11.704 / -11.704	eV
energy relative to the best compared isomer or geometry (same formula, charge and spin)	273.3	kJ/mol

2.
Density functional theory data (ωB97M-V with the def2-TZVPD basis set) for C33H27N5O5ReS as an isolated structure.

Geometry as XYZ:
```
72
Properties=species:S:1:pos:R:3:forces:R:3:lowdin_charge:R:1
C 1.302 4.117 1.059 0.0 0.1 0.0 0.054
H -5.373 1.931 -3.323 0.0 0.0 0.0 0.135
C -1.016 0.620 2.723 0.1 0.1 0.0 -0.253
O -2.326 -2.236 1.269 -0.1 0.0 -0.2 0.167
H -0.353 -5.302 4.355 0.0 0.0 0.0 0.098
H -0.455 5.059 0.268 0.0 0.0 0.0 0.127
O -0.962 -0.908 0.119 -0.2 0.5 -0.4 -0.238
C -2.581 2.068 3.833 0.0 0.0 0.0 -0.055
H -0.294 -3.863 -0.588 0.0 0.0 0.0 0.125
C 2.271 0.434 -3.190 -0.2 0.2 0.1 -0.090
C 0.233 0.623 -4.292 0.1 0.1 0.3 -0.251
C -0.271 3.029 -0.371 0.0 -0.1 0.0 -0.069
C 3.445 0.490 1.137 0.2 -0.1 0.0 0.020
H 3.634 3.641 2.423 0.0 0.0 0.0 0.130
H -4.188 -0.167 1.861 0.1 0.0 0.0 0.132
H -4.954 1.472 -0.879 0.0 0.0 0.0 0.128
C 3.926 1.603 1.864 0.1 0.0 0.0 -0.025
H -0.848 -5.492 1.180 0.0 0.0 0.0 0.132
C 1.582 1.822 0.409 -0.3 0.1 -0.2 -0.152
C -3.637 1.429 3.195 0.0 0.0 0.0 -0.060
H 4.002 -0.440 1.118 0.0 0.1 0.0 0.123
C 0.260 -3.876 0.341 0.0 0.1 0.0 -0.039
C 2.017 -2.958 1.758 0.0 0.0 -0.1 -0.037
C 3.256 2.792 1.866 0.0 0.1 0.1 -0.003
C -2.935 0.940 -1.236 0.1 0.0 0.0 -0.097
C 2.244 0.302 -5.553 0.0 0.0 -0.1 0.007
H -0.452 2.133 4.134 0.0 0.0 0.0 0.123
H -0.214 -6.646 3.226 0.0 0.0 0.0 0.087
H 2.827 -2.256 1.912 0.0 -0.1 0.0 0.107
C -3.374 0.379 2.329 -0.1 0.0 0.1 -0.023
C -1.816 -1.164 1.131 0.2 0.1 0.3 -0.502
C 2.960 0.300 -4.354 0.1 0.0 -0.2 -0.010
H -2.712 0.747 -0.199 0.0 0.0 0.0 0.089
Re -0.031 0.087 -1.291 -0.5 -1.0 0.7 1.759
N 0.906 0.574 -3.124 0.1 0.0 -0.4 -0.042
C -3.375 1.429 -3.869 -0.2 0.1 -0.1 0.024
O 0.257 0.173 2.478 -0.1 0.0 0.0 0.055
O 3.155 -2.229 -1.097 0.0 -0.1 -0.1 -0.212
C -0.042 -4.786 1.338 -0.1 0.0 0.0 -0.003
C 1.684 -3.867 2.737 0.0 0.0 0.1 -0.008
H 0.849 0.524 3.152 0.0 0.0 0.1 0.121
H 1.196 -6.112 4.157 0.0 0.0 0.0 0.089
H -1.462 0.946 -5.296 0.0 0.0 -0.1 0.150
H -3.517 1.625 -4.925 0.0 0.0 0.1 0.134
C 2.059 2.929 1.122 -0.1 0.1 0.0 -0.137
C -2.127 1.006 -3.411 0.2 0.0 0.0 -0.261
C 0.145 4.161 0.324 0.0 0.2 0.1 -0.005
C 0.657 -4.798 2.540 0.0 -0.1 0.1 -0.228
C 0.306 -5.777 3.625 0.0 0.1 0.0 -0.025
C 0.886 0.478 -5.516 0.1 0.0 -0.2 0.023
H 2.751 0.174 -6.502 0.0 0.0 0.0 0.136
H -4.658 1.730 3.394 0.0 0.0 0.0 0.114
H 2.235 -3.871 3.670 0.0 0.0 0.0 0.128
H -2.774 2.875 4.528 0.0 0.0 0.0 0.117
H -1.174 3.047 -0.967 0.0 0.0 0.0 0.117
H 1.645 4.997 1.592 0.0 0.0 0.0 0.141
C -2.066 -0.018 2.068 0.1 0.0 -0.2 -0.103
N 1.642 -0.371 -0.348 0.3 0.0 0.1 -0.278
H 4.846 1.505 2.425 0.0 0.0 0.0 0.126
N 0.413 1.891 -0.342 0.2 -0.1 0.2 -0.022
C -4.402 1.599 -2.977 -0.1 0.0 0.0 0.003
H 2.796 0.428 -2.250 -0.1 0.0 0.1 0.107
N -1.129 0.851 -4.351 0.0 -0.1 0.1 0.147
H 0.305 0.502 -6.430 0.0 0.0 0.0 0.133
S 1.811 -1.955 -0.723 0.6 0.6 0.1 0.700
C -1.275 1.660 3.607 0.0 0.0 0.0 -0.007
N -1.905 0.754 -2.114 0.0 0.0 -0.1 -0.044
H 4.034 0.181 -4.330 0.0 0.0 0.0 0.132
C -4.175 1.352 -1.619 -0.1 0.0 0.0 -0.011
O 0.762 -1.935 -1.801 -0.3 0.2 0.3 -0.378
C 1.292 -2.975 0.566 -0.1 -0.1 -0.1 -0.309
C 2.282 0.595 0.433 -0.2 -0.3 -0.3 -0.259
```
Positions in Å, forces in eV/Å.

Computed properties:
net charge	+2
M	791.88	u
E_HOMO (alpha / beta)	-13.537 / -13.608	eV
multiplicity	4

3.
Density functional theory data (ωB97M-V with the def2-TZVPD basis set) for C19H21N3O4 in the gas phase.

Geometry as XYZ:
```
47
Properties=species:S:1:pos:R:3:forces:R:3:lowdin_charge:R:1
C 1.786 -1.839 -2.575 -0.3 -0.2 -0.8 -0.073
C -1.090 3.433 3.145 3.6 3.1 0.6 -0.226
C -1.312 -3.945 -1.142 -0.3 -0.2 0.5 -0.076
C -0.461 0.871 -2.133 0.2 0.0 0.0 -0.017
H 1.742 -3.082 0.101 0.6 0.3 0.4 0.102
O 2.864 4.308 0.746 -0.4 -0.4 -0.3 0.055
C -0.736 -2.986 1.184 -0.5 -0.1 0.0 -0.074
C -1.802 1.353 1.330 0.0 -2.0 -1.2 -0.282
H -1.569 -3.476 1.723 0.4 0.3 -0.1 0.089
C 1.870 3.583 0.816 2.3 1.2 -0.4 -0.419
C -0.505 2.077 1.161 1.4 0.8 0.0 0.031
C 0.983 -3.202 -0.647 -0.6 -0.3 -1.0 -0.157
H 0.065 1.702 -2.626 -0.3 -0.1 0.0 0.092
H -1.928 -4.818 -0.932 -0.3 0.1 -0.2 0.073
O -2.055 0.353 0.664 0.2 0.8 0.1 0.085
C 2.631 2.290 -1.250 0.4 -0.2 0.6 -0.014
H 1.370 -3.953 -1.380 -0.2 0.5 0.6 0.117
C -0.165 3.107 2.043 0.1 -1.2 -2.0 -0.069
H 3.673 2.281 -0.870 -0.6 0.1 0.0 0.099
H 2.587 3.144 -1.918 -0.1 0.2 -0.1 0.090
H -0.202 -1.861 -1.922 -0.5 -0.1 0.0 0.104
O -3.156 3.108 4.196 1.0 0.0 -0.4 0.135
C -2.783 1.785 2.314 0.8 0.6 0.1 -0.115
C 0.462 1.715 0.074 1.4 1.7 0.4 -0.042
H 2.788 -1.796 -2.223 0.9 0.1 0.5 0.074
C 0.272 0.583 -0.853 1.1 -3.1 0.2 -0.282
H -0.516 0.035 -2.850 0.1 0.3 0.5 0.085
H -0.012 -4.815 0.341 0.0 0.2 -0.1 0.130
C 1.635 2.488 -0.116 -2.5 -1.5 0.4 -0.078
N -5.126 0.811 2.305 9.3 3.6 0.0 0.318
C 0.885 -0.622 -0.570 -0.9 1.7 -0.3 0.000
C -0.287 -3.806 -0.006 1.0 0.0 -0.8 -0.425
O -0.713 4.353 3.875 -1.2 -1.3 -0.4 0.151
H -1.464 1.188 -1.872 -0.3 0.2 -0.2 0.079
H -1.949 -3.054 -1.191 0.0 -0.2 -0.1 0.081
C -2.381 2.775 3.309 -4.0 -0.6 1.1 -0.276
H 1.201 4.648 2.394 0.1 0.4 0.6 0.158
H -0.818 -4.094 -2.117 -0.2 0.0 0.4 0.083
H 0.094 -2.784 1.858 0.0 -0.3 0.2 0.078
H -1.044 -2.014 0.826 -0.4 0.4 0.0 0.049
N -3.992 1.253 2.305 -8.3 -3.1 0.2 0.054
H 1.727 -2.750 -3.175 -0.1 0.0 0.0 0.081
C 0.768 -1.874 -1.455 0.8 0.1 1.2 -0.353
N 1.010 3.836 1.850 -2.9 -2.1 0.2 0.203
H 2.499 1.365 -1.831 -0.3 0.4 0.4 0.076
H 1.515 -0.669 0.346 -0.5 -0.1 -0.6 0.137
H 1.641 -1.006 -3.254 -0.1 0.3 0.0 0.072
```
Positions in Å, forces in eV/Å.

Computed properties:
M	355.39	u
E_HOMO	-9.029	eV
energy relative to the best compared isomer or geometry (same formula, charge and spin)	510.4	kJ/mol

4.
Density functional theory data (ωB97M-V with the def2-TZVPD basis set) for CH4N2O3 in the gas phase.

Geometry as XYZ:
```
10
Properties=species:S:1:pos:R:3:forces:R:3:lowdin_charge:R:1
H 1.486 0.920 -0.924 0.0 -0.1 0.3 0.096
O -1.046 1.221 -0.350 0.5 -0.8 1.6 0.128
O -0.157 -0.924 -0.204 -1.6 1.0 0.7 -0.046
C -1.104 0.092 0.092 -1.4 -1.8 -4.8 -0.603
N 0.976 -0.417 0.529 -2.3 2.4 2.4 -0.116
N 1.799 0.123 -0.377 1.0 0.5 -0.7 0.004
H 2.773 0.082 -0.111 -0.3 0.1 0.0 0.095
H 0.231 0.392 1.064 4.1 -1.8 -0.4 0.188
O -2.249 -0.495 0.486 -0.5 0.5 1.0 0.115
H -2.708 -0.994 -0.205 0.5 0.1 0.0 0.139
```
Positions in Å, forces in eV/Å.

Computed properties:
M	92.05	u
E_HOMO	-9.522	eV
structure (SMILES)	NNOC(=O)O
energy relative to the best compared isomer or geometry (same formula, charge and spin)	207.7	kJ/mol

5.
Density functional theory data (ωB97M-V with the def2-TZVPD basis set) for C43H42P2Pd as an isolated structure.

Geometry as XYZ:
```
88
Properties=species:S:1:pos:R:3:forces:R:3:lowdin_charge:R:1
C -0.938 -3.259 -2.409 0.3 -1.9 1.1 -0.190
C -2.808 -6.314 3.604 0.0 0.3 0.0 -0.077
H -6.495 -5.902 1.822 0.4 0.5 -0.4 0.096
H -3.190 -1.227 3.530 0.4 0.2 0.3 0.011
H -9.868 -7.339 5.756 0.2 0.2 -0.1 0.102
C -9.627 -5.719 4.359 0.3 0.3 -0.1 -0.087
C 0.915 0.470 -0.399 0.2 0.0 0.0 -0.045
H 0.110 -2.923 0.919 0.4 -1.4 -1.4 0.124
C -9.413 -3.598 -0.437 0.0 0.1 -0.1 -0.099
H -11.830 -0.998 1.078 -0.2 0.0 0.1 0.100
H -4.395 -6.138 2.149 0.2 0.1 0.5 0.092
P -7.007 -2.358 0.847 -1.9 0.5 -1.5 0.965
H -10.677 -5.738 4.045 0.5 0.1 0.1 0.106
H -0.083 -3.704 -2.923 -1.0 0.3 -0.5 0.077
H -6.634 -4.472 -0.456 -0.3 -0.2 0.5 0.085
C -9.175 -6.618 5.322 -0.2 -0.1 0.2 -0.105
H -4.447 -0.681 -3.970 -0.1 0.3 0.3 0.106
H 2.162 -0.639 -2.452 -0.5 -0.7 -0.2 0.076
C 0.102 -1.084 -2.971 0.4 0.5 0.4 -0.118
H -9.080 -4.150 2.988 0.2 -0.1 0.3 0.092
C 1.563 -1.481 -2.864 -0.2 -1.1 -1.2 -0.175
C 2.252 2.494 -0.010 -1.0 -0.3 0.0 -0.085
H -3.232 -0.811 -1.735 -0.4 -0.3 -0.3 0.071
C -10.777 -3.641 -0.752 0.9 -0.1 0.2 -0.083
H -5.915 -5.704 5.485 -0.4 0.0 0.0 0.095
C -6.367 -1.033 -3.012 0.1 -0.1 -0.3 -0.082
H -1.423 -1.419 3.478 -0.6 0.3 -0.2 0.077
H -1.873 -3.622 -2.871 0.4 0.1 0.0 0.120
C -11.167 -1.732 0.652 0.4 -0.1 0.2 -0.088
H 2.998 -2.919 -2.267 -0.6 -0.4 0.3 0.109
H -1.274 -6.215 5.133 -0.3 0.0 -0.1 0.103
C -0.112 0.934 0.454 -0.5 -0.6 1.2 -0.231
H 3.151 3.090 -0.191 -0.4 -0.2 0.0 0.097
C -4.520 -4.604 3.686 0.1 0.2 0.4 -0.415
H -2.389 -7.198 3.132 0.0 0.1 0.0 0.101
C -2.189 -5.776 4.738 -0.4 0.1 -0.2 -0.084
H 1.312 3.906 1.374 0.2 -0.2 0.0 0.096
H -7.489 -7.299 6.489 -0.1 0.2 -0.2 0.104
H -11.133 -4.416 -1.418 -0.1 0.0 0.0 0.102
C 0.119 2.153 1.133 -0.1 0.4 -0.1 -0.058
H -12.682 -2.714 -0.494 -0.1 0.0 0.0 0.101
H -0.614 2.397 1.916 0.4 0.3 -0.5 0.114
C -6.405 -4.808 1.711 -0.6 0.6 -1.8 -0.357
C 1.897 -2.863 -2.146 0.0 -0.5 -1.5 -0.186
C -2.228 -0.683 3.228 3.2 0.6 0.3 -0.202
C -9.815 -1.698 0.985 0.4 0.1 -0.1 -0.116
C -7.039 -1.392 -1.839 0.8 0.1 0.2 -0.085
H 0.837 -0.544 -0.796 0.0 0.6 0.1 0.062
C -4.267 -1.117 -1.855 0.6 -0.1 -0.1 -0.094
H 1.428 -3.634 -2.787 1.2 0.3 -0.1 0.087
C 1.482 -3.196 -0.731 2.1 0.4 0.7 -0.124
C -7.851 -6.597 5.739 0.1 0.2 0.0 -0.088
C -8.907 -2.589 0.398 0.9 0.1 0.3 -0.336
H -6.950 -0.857 -3.916 0.2 0.0 0.1 0.102
C -0.828 -3.870 -0.969 -1.5 1.1 -0.5 -0.180
H -2.274 -4.207 6.224 0.0 -0.1 -0.2 0.104
C -6.628 -4.090 0.574 0.8 -1.3 1.1 -0.348
C -2.162 -0.219 1.741 -0.8 -0.6 0.3 -0.316
P -6.082 -3.788 3.150 -0.5 -1.4 2.0 0.967
H -8.127 -1.478 -1.790 0.4 0.2 -0.1 0.097
H 2.787 0.901 -1.373 0.0 0.0 0.3 0.086
C -6.965 -5.674 5.182 0.3 -0.2 0.1 -0.102
C -3.882 -4.039 4.810 0.0 -0.5 -0.3 -0.135
C -4.970 -0.907 -3.043 -0.7 0.1 0.6 -0.065
H -1.845 -1.280 -2.222 0.4 -0.2 -0.8 0.059
C -6.278 -1.736 -0.713 -0.1 -0.5 -0.3 -0.406
C 1.239 2.943 0.873 0.1 -0.4 -0.1 -0.092
C -11.637 -2.698 -0.220 -0.3 0.1 -0.1 -0.097
C -4.866 -1.700 -0.752 -1.0 0.2 0.1 -0.153
H 1.907 -1.616 -3.930 0.2 0.1 1.0 0.121
H -2.060 0.169 3.920 -0.5 -0.4 -0.3 0.075
C 0.264 -3.218 -0.177 -0.1 -0.2 1.1 -0.130
C 2.053 1.255 -0.651 -0.5 0.2 0.4 -0.083
C -7.370 -4.786 4.190 0.1 0.1 -0.4 -0.323
H -0.059 -0.091 -3.429 0.0 -0.2 0.9 0.117
C -0.921 -1.787 -2.482 0.0 0.7 -0.6 -0.122
H -0.594 -4.968 -1.014 -0.4 0.9 0.0 0.124
H 2.357 -3.592 -0.147 -0.6 1.7 0.2 0.112
H -8.766 -4.368 -0.870 -0.2 0.4 0.2 0.097
H -1.827 -3.733 -0.524 0.4 -0.2 0.3 0.093
Pd -3.994 -0.998 1.942 -1.9 -0.1 -1.4 0.524
C -8.727 -4.805 3.792 0.2 -0.1 0.0 -0.098
C -1.335 0.228 0.840 1.5 0.3 0.3 0.022
H -4.239 -2.175 0.044 -0.5 0.6 -0.4 0.063
C -2.740 -4.642 5.340 0.0 0.2 0.0 -0.090
C -3.954 -5.718 3.060 0.3 -0.2 0.3 -0.088
H -9.445 -0.959 1.700 -0.1 -0.1 -0.3 0.100
H -4.309 -3.138 5.264 0.2 -0.3 -0.1 0.102
```
Positions in Å, forces in eV/Å.

Computed properties:
M	727.18	u
E_HOMO (alpha / beta)	-5.118 / -7.845	eV
multiplicity	3
energy relative to the best compared isomer or geometry (same formula, charge and spin)	0.0	kJ/mol

6.
Density functional theory data (ωB97M-V with the def2-TZVPD basis set) for an isolated ion of composition C2H5N4O and charge +1.

Geometry as XYZ:
```
12
Properties=species:S:1:pos:R:3:forces:R:3:lowdin_charge:R:1
C 1.352 -0.980 0.549 2.9 -3.4 -0.9 0.004
H 0.222 1.349 1.132 0.4 -0.4 -0.2 0.127
N 0.215 -0.456 -0.069 -2.9 2.6 1.1 -0.185
H 1.162 -1.879 1.183 -0.4 0.5 -0.7 0.140
N -1.150 -0.064 -1.706 -1.6 0.0 -2.0 0.115
C -0.372 0.630 0.575 -2.6 0.9 -1.2 0.167
N -0.206 -0.775 -1.246 0.9 -1.1 0.3 0.147
H -1.494 0.745 0.852 2.1 -1.2 -0.4 0.166
H 1.641 -0.253 1.241 1.1 1.1 0.9 0.080
O -2.181 1.870 -1.123 -1.7 0.6 -1.2 0.213
N -1.350 1.085 -1.180 3.0 -0.3 3.2 -0.127
H 2.161 -1.272 -0.209 -1.2 0.7 1.1 0.153
```
Positions in Å, forces in eV/Å.

Computed properties:
net charge	+1
M	101.09	u
E_HOMO	-15.282	eV
structure (SMILES)	C=[N+](C)/N=N\N=O
energy relative to the best compared isomer or geometry (same formula, charge and spin)	745.1	kJ/mol

7.
Density functional theory data (ωB97M-V with the def2-TZVPD basis set) for C4H6N2O in the gas phase.

Geometry as XYZ:
```
13
Properties=species:S:1:pos:R:3:forces:R:3:lowdin_charge:R:1
H 0.839 0.429 -1.403 1.1 0.7 -0.3 0.094
H -0.277 -2.126 0.927 -0.2 0.1 0.2 0.100
H -0.945 1.692 -0.653 -0.1 -0.2 -0.1 0.157
H 1.862 -0.560 1.457 -0.2 0.0 -0.4 0.102
C -1.078 -0.291 -0.008 -0.2 0.1 0.6 -0.391
C 0.912 -0.246 1.030 0.0 -0.1 -0.2 -0.073
N 1.340 1.207 -0.900 0.3 0.1 0.0 0.049
H 2.316 0.936 -0.831 0.0 0.2 -0.2 0.069
C 0.691 0.970 0.376 -0.1 -0.1 0.2 -0.373
H -2.562 -1.414 -0.190 -0.2 -0.1 -0.1 0.115
O -2.259 -0.588 -0.579 -0.2 -0.2 0.4 0.093
C -0.186 -1.067 0.733 -0.2 -0.2 0.1 -0.034
N -0.659 0.993 0.018 -0.1 -0.4 -0.4 0.093
```
Positions in Å, forces in eV/Å.

Computed properties:
M	98.10	u
E_HOMO	-7.312	eV
structure (SMILES)	Nc1ccc(O)[nH]1
energy relative to the best compared isomer or geometry (same formula, charge and spin)	293.9	kJ/mol